Record 1
The following is a DFT calculation (the ωB97M-V functional and the def2-TZVPD basis) of a 2-piece molecular cluster, C27H39N4O overall.

Structure (XYZ):
```
71
C27H39N4O the ωB97M-V functional and the def2-TZVPD basis
C -3.9673 -2.9977 -1.2259
N -2.5763 -3.0856 -0.9000
C -2.1459 -4.2427 -0.1996
C -0.8832 -4.0667 0.6511
C 0.1401 -3.1295 0.0236
N 1.4687 -3.4392 0.1818
C 1.8435 -4.7706 0.6955
C 3.3040 -5.1804 0.4803
O 4.0049 -4.3454 -0.4420
C 3.9005 -2.9774 -0.0372
C 2.4696 -2.4609 -0.2036
C -0.3349 -2.0556 -0.7033
C -1.8207 -1.8563 -0.8123
H -4.4218 -2.0696 -0.8478
H -4.1495 -3.0255 -2.3105
H -4.5194 -3.8494 -0.8127
H -2.9829 -4.6092 0.4191
H -1.9984 -5.0645 -0.9290
H -1.2005 -3.6810 1.6378
H -0.5004 -5.0759 0.8396
H 1.6247 -4.8295 1.7800
H 1.2470 -5.5456 0.1793
H 3.8106 -5.1929 1.4663
H 3.3506 -6.1812 0.0348
H 4.2089 -2.8236 1.0194
H 4.5873 -2.4416 -0.7092
H 2.3256 -2.1573 -1.2556
H 2.3995 -1.5600 0.4234
H 0.2549 -1.5636 -1.4859
H -2.0466 -1.2613 -1.7146
H -2.1994 -1.2223 0.0322
C -2.9344 4.0196 4.0435
N -3.1028 2.6010 3.7487
C -4.2774 1.9621 4.3299
C -2.2506 1.9839 2.8793
C -2.2625 0.5723 2.6246
C -1.2511 0.0161 1.8593
C -0.4495 0.8359 1.0077
C 0.4155 0.2951 0.0150
C 0.8839 1.1243 -1.0578
C 2.2424 1.0964 -1.4627
C 2.7930 2.1349 -2.1886
C 1.9717 3.1870 -2.7054
N 2.4854 4.2271 -3.4402
C 1.6245 5.2298 -4.0573
C 3.9065 4.5386 -3.5033
C 0.5756 3.1376 -2.4225
C 0.0419 2.1245 -1.6480
C -0.4869 2.2464 1.2382
C -1.3040 2.7909 2.1942
H -1.8799 4.2467 4.2593
H -3.2233 4.6554 3.1870
H -3.5213 4.2919 4.9289
H -4.2382 0.8690 4.2355
H -4.3353 2.2093 5.4033
H -5.2093 2.3126 3.8381
H -3.0307 -0.0684 3.0704
H -1.0620 -1.0606 1.8639
H 1.0438 -0.5430 0.3538
H 2.8636 0.2577 -1.1372
H 3.8730 2.1586 -2.3488
H 0.7066 4.7629 -4.4372
H 1.3380 6.0275 -3.3505
H 2.1609 5.7060 -4.8863
H 4.5269 3.6690 -3.2590
H 4.1469 4.9010 -4.5160
H 4.1730 5.3517 -2.8051
H -0.0519 3.9719 -2.7492
H -1.0302 2.1361 -1.4527
H 0.1761 2.9148 0.6916
H -1.2409 3.8682 2.3808
```

Calculated values
Kohn-Sham gap = 5.684 eV
2S+1 = 1
E_HOMO = -9.66 eV
Relative energy (zero: lowest compared OMol25 entry of this formula, charge and spin) = 66.0 kcal per mole
Charge = +1
E = -1346.133409 a.u.

---

Record 2
The following is a DFT calculation (the ωB97M-V functional and the def2-TZVPD basis) of C27H40NOOs as an isolated structure.

Structure (XYZ):
```
70
C27H40NOOs the ωB97M-V functional and the def2-TZVPD basis
C -1.1285 1.6363 1.3251
C -2.1512 0.7308 0.8868
C -2.4868 1.0694 -0.4637
C -1.6558 2.1643 -0.8741
C -0.8140 2.5126 0.2363
Os -0.4304 0.5252 -0.3609
C 1.8047 -0.6746 -1.8335
C 1.7997 -0.5498 -0.4482
H 2.0206 -1.4097 0.2011
C 1.5900 0.7062 0.2247
H 2.0086 1.6200 -0.2102
H 1.6355 0.6881 1.3177
C 2.2499 -1.8938 -2.5730
H 2.2476 -2.7948 -1.9517
H 1.6146 -2.0790 -3.4482
H 3.2653 -1.7377 -2.9583
C 1.8495 0.5686 -2.6809
H 1.4375 1.4577 -2.1792
H 2.8961 0.7925 -2.9451
H 1.2976 0.4556 -3.6258
C -2.8068 -0.3350 1.7058
H -2.1317 -0.6777 2.4933
H -3.7347 0.0287 2.1631
H -3.0522 -1.1977 1.0800
C -3.5936 0.4443 -1.2519
H -3.5793 -0.6430 -1.1328
H -4.5720 0.8084 -0.9138
H -3.4858 0.6741 -2.3132
C -1.6898 2.8569 -2.2017
H -1.9539 2.1555 -2.9984
H -2.4344 3.6628 -2.1988
H -0.7136 3.2935 -2.4355
C 0.1514 3.6605 0.2635
H 0.7161 3.7130 -0.6745
H -0.3861 4.6102 0.3850
H 0.8579 3.5492 1.0896
C -0.5819 1.7125 2.7171
H 0.3887 2.2153 2.7271
H -1.2651 2.2673 3.3739
H -0.4607 0.7056 3.1278
C -0.8052 -1.0965 -1.7539
C -0.3296 -2.3023 -1.3165
C -1.3466 -0.9784 -3.0299
C -0.7329 -3.4933 -1.9238
H 0.1777 -2.2974 -0.3391
C -1.6221 -2.1535 -3.7333
H -1.5369 -0.0040 -3.4834
C -1.3874 -3.4145 -3.1550
H -0.4965 -4.4432 -1.4565
H -2.0550 -2.0936 -4.7278
H -1.6645 -4.3298 -3.6812
O 0.1513 -1.6822 1.9216
C 0.7817 -1.8909 2.9769
C 0.1174 -2.4752 4.2067
C 0.6277 -3.8774 4.5406
C 1.9250 -3.8747 5.3510
C 3.1234 -3.2826 4.6060
C 2.9499 -1.8064 4.2360
N 2.0981 -1.6131 3.0674
H 0.2730 -1.7868 5.0527
H -0.9557 -2.5181 3.9953
H -0.1456 -4.3969 5.1198
H 0.7698 -4.4550 3.6150
H 1.7688 -3.3077 6.2819
H 2.1661 -4.9082 5.6301
H 4.0118 -3.3622 5.2473
H 3.3282 -3.8696 3.6977
H 2.5354 -1.2580 5.0976
H 3.9308 -1.3775 4.0030
H 2.4838 -1.0944 2.2787
```

Calculated values
Kohn-Sham gap (spin up / spin down) = 7.611 / 6.096 eV
2S+1 = 5
E_HOMO (spin up / spin down) = -9.51 / -11.12 eV
Relative energy (zero: lowest compared OMol25 entry of this formula, charge and spin) = 0.0 kcal per mole
Charge = +1
⟨S²⟩ = 6.03
E = -1273.110420 a.u.

---

Record 3
The following is a DFT calculation (the ωB97M-V functional and the def2-TZVPD basis) of C27H41AsF3N2O11PRuSSi2Te as an isolated structure.

Structure (XYZ):
```
91
C27H41AsF3N2O11PRuSSi2Te the ωB97M-V functional and the def2-TZVPD basis
Ru 1.2100 0.1921 0.6447
O 4.9006 -2.0313 2.2528
C 3.6057 -1.8352 1.9291
O 3.0711 -0.7773 2.0436
C 2.9237 -3.1112 1.5075
O 1.5231 -2.9941 1.5881
C 0.9674 -3.0891 2.9186
C -0.1125 -1.9873 3.0903
O -1.3115 -2.3340 2.9471
O 0.3376 -0.8512 3.3681
H 5.2562 -1.1652 2.4870
H 3.3050 -3.9213 2.1341
H 3.2075 -3.3153 0.4784
H 1.7550 -2.9145 3.6539
H 0.5345 -4.0845 3.0459
C -2.4240 1.1863 4.9161
C -1.7157 0.1467 4.0699
O -1.4023 0.6956 2.7744
P 0.1456 1.1356 2.4447
O 0.8337 1.4870 3.7098
Te -1.2162 0.1366 -0.0236
O -0.2715 2.5668 1.6437
C -0.3533 3.8013 2.3550
C -1.7845 4.3149 2.3419
H -2.7118 0.7417 5.8726
H -3.3262 1.5591 4.4212
H -1.7576 2.0308 5.1101
H -2.3412 -0.7314 3.9080
H -0.8028 -0.1837 4.5590
H 0.3105 4.5225 1.8633
H 0.0040 3.6624 3.3763
H -2.1313 4.4461 1.3130
H -1.8526 5.2748 2.8632
H -2.4391 3.5966 2.8376
C -1.6983 -4.8810 0.1411
Si -1.1500 -3.8561 -1.3218
C -2.4878 -3.9224 -2.6481
C 0.3680 -4.6812 -2.0644
As -0.2933 -1.6360 -1.4342
Si -3.5571 -0.7214 0.4523
C -4.2481 -0.4868 -1.2755
C -3.8276 -2.4650 1.0195
C -4.4094 0.4918 1.5835
H -1.1074 -5.8012 0.1755
H -2.7575 -5.1496 0.0515
H -1.5460 -4.3402 1.0804
H -2.6363 -4.9474 -3.0005
H -2.1739 -3.3027 -3.4967
H -3.4460 -3.5311 -2.2870
H 0.1479 -5.6536 -2.5153
H 1.1401 -4.8084 -1.2979
H 0.7883 -4.0195 -2.8303
H -3.6003 -0.9628 -2.0167
H -4.3073 0.5801 -1.5207
H -5.2524 -0.9181 -1.3548
H -3.7629 -3.1526 0.1726
H -4.8161 -2.5571 1.4815
H -3.0564 -2.7487 1.7466
H -3.9883 1.4957 1.4704
H -4.2994 0.1939 2.6294
H -5.4766 0.5263 1.3370
F -1.2554 5.0640 -4.8290
C -1.7636 4.5074 -3.7134
F -2.1677 5.5061 -2.9130
F -2.8441 3.7991 -4.0772
C -0.7538 3.6304 -3.0388
C -0.4310 2.4103 -3.5958
C 0.4287 1.5735 -2.9011
N 0.9262 1.8813 -1.7051
C 0.7049 3.1084 -1.2458
C -0.1424 4.0152 -1.8689
H -0.8522 2.1025 -4.5450
H 0.7207 0.6105 -3.3012
H 1.2068 3.3549 -0.3203
H -0.3222 4.9907 -1.4371
O 3.0800 1.6072 0.3802
C 3.3465 0.9820 -0.6454
N 2.8757 -0.2623 -0.8545
S 3.4466 -0.8822 -2.2562
O 2.4326 -1.1552 -3.2354
O 4.3955 -1.9375 -2.0124
C 4.3589 0.5617 -2.7391
C 5.1321 0.7911 -3.8592
C 5.7736 2.0189 -3.9560
C 5.6376 2.9698 -2.9506
C 4.8571 2.7127 -1.8291
C 4.2213 1.4911 -1.7418
H 5.2307 0.0389 -4.6320
H 6.3865 2.2358 -4.8225
H 6.1478 3.9210 -3.0447
H 4.7399 3.4379 -1.0326
```

Calculated values
Kohn-Sham gap (spin up / spin down) = 6.145 / 6.306 eV
2S+1 = 2
E_HOMO (spin up / spin down) = -4.63 / -4.69 eV
Relative energy (zero: lowest compared OMol25 entry of this formula, charge and spin) = 85.2 kcal per mole
Charge = -1
⟨S²⟩ = 0.80
E = -6207.571222 a.u.

---

Record 4
The following is a DFT calculation (the ωB97M-V functional and the def2-TZVPD basis) of C27H41B2F4N10O6Ti as an isolated structure.

Structure (XYZ):
```
91
C27H41B2F4N10O6Ti the ωB97M-V functional and the def2-TZVPD basis
Ti 0.0211 -0.6067 -0.6462
C 1.0638 -0.6910 3.6160
C 0.9959 -0.7035 2.1354
N -0.0925 -0.8908 1.4770
O -1.1980 -0.9508 2.2421
B -2.5675 -0.9811 1.6592
F -3.0428 -2.2823 1.6158
F -3.3469 -0.1571 2.4107
O -2.5686 -0.5234 0.1968
N -1.6239 0.3803 -0.1583
C -1.6986 1.6542 -0.0587
C -2.8026 2.4089 0.5367
C -0.4459 2.3045 -0.5689
N 0.4279 1.4600 -0.9945
O 1.6502 1.9514 -1.2954
B 2.6336 0.9710 -1.8340
F 3.7735 1.6343 -2.1302
F 2.0645 0.3097 -2.9340
O 2.9715 -0.0982 -0.8093
N 1.9577 -0.4038 0.0323
C 2.1826 -0.4012 1.2957
C 3.5035 -0.1162 1.8988
C -0.2655 3.7693 -0.4972
H 0.2972 -1.3372 4.0353
H 0.8633 0.3307 3.9485
H 2.0502 -0.9863 3.9681
H -3.6424 1.7647 0.7792
H -3.0940 3.2404 -0.1076
H -2.3666 2.8424 1.4599
H 4.1782 0.3004 1.1580
H 3.9308 -1.0436 2.2910
H 3.3768 0.5715 2.7343
H -1.0277 4.2637 -1.1046
H 0.7231 4.0537 -0.8405
H -0.4216 4.0820 0.5401
C -2.9360 -3.8697 -0.6049
N -1.7300 -4.2144 0.1309
C -1.8085 -5.0556 1.3293
C -0.5727 -4.6320 2.1333
N 0.1538 -3.7768 1.1923
C 1.5906 -3.6368 1.2736
C -0.5894 -3.5229 0.1128
N -0.2116 -2.6563 -0.8582
C -0.3950 -3.1400 -2.2442
C 0.1832 -2.0654 -3.1228
N -0.4324 -0.8121 -2.6453
C -0.8121 0.1095 -3.5323
N -0.3113 0.3607 -4.7420
C 0.8990 -0.1077 -5.4007
C -1.1263 1.3529 -5.4494
C -1.9433 1.9622 -4.3151
N -1.8505 0.9533 -3.2508
C -3.1037 0.4258 -2.7141
H -3.7895 -4.0159 0.0521
H -3.0551 -4.4997 -1.4877
H -2.9114 -2.8178 -0.8795
H -1.7940 -6.1114 1.0558
H -2.7319 -4.8337 1.8589
H 0.0487 -5.4787 2.4223
H -0.8355 -4.0613 3.0250
H 2.0645 -4.6208 1.2586
H 1.8709 -3.1360 2.2019
H 1.9481 -3.0549 0.4276
H -1.4463 -3.2745 -2.4992
H 0.1182 -4.0935 -2.3932
H -0.0371 -2.2447 -4.1749
H 1.2721 -2.0312 -3.0125
H 1.5011 -0.7146 -4.7428
H 1.4988 0.7555 -5.6868
H 0.6287 -0.6677 -6.2975
H -1.7357 0.8643 -6.2138
H -0.4773 2.0790 -5.9347
H -2.9833 2.1334 -4.5835
H -1.5122 2.9040 -3.9727
H -3.5845 1.1694 -2.0800
H -3.7869 0.1667 -3.5280
H -2.9097 -0.4583 -2.1163
O -0.7988 3.4939 2.6150
C 0.2800 2.8769 2.5640
O 0.4914 1.8133 1.9072
C 1.4333 3.4161 3.3876
C 2.7443 3.2699 2.9481
C 3.7968 3.7741 3.6985
C 3.5397 4.4105 4.9053
C 2.2316 4.5644 5.3443
C 1.1789 4.0804 4.5816
H 2.9211 2.7903 1.9928
H 4.8146 3.6785 3.3432
H 4.3587 4.7961 5.4984
H 2.0320 5.0715 6.2790
H 0.1513 4.2123 4.8919
```

Calculated values
Kohn-Sham gap = 5.498 eV
2S+1 = 1
E_HOMO = -10.35 eV
Relative energy (zero: lowest compared OMol25 entry of this formula, charge and spin) = 28.0 kcal per mole
Charge = +1
E = -3351.213449 a.u.

---

Record 5
The following is a DFT calculation (the ωB97M-V functional and the def2-TZVPD basis) of a 7-piece molecular cluster, C27H41BBr2O17S overall.

Structure (XYZ):
```
89
C27H41BBr2O17S the ωB97M-V functional and the def2-TZVPD basis
C -3.1053 -1.3324 1.6198
C -1.7988 -0.6199 1.8434
Br -1.5789 1.0208 0.9712
C -0.7902 -1.1221 2.5434
Br 0.9250 -0.3886 2.6939
O -0.9020 -2.3576 3.1498
S -1.3147 -2.5428 4.7365
O -2.5934 -1.8817 4.9564
O -0.2226 -1.6059 5.4064
B -0.6538 -0.3798 5.9912
O -0.7931 -0.4255 7.3421
O -0.7685 0.7239 5.2002
H -3.8766 -0.6273 1.3124
H -2.9946 -2.0738 0.8235
H -3.4297 -1.8456 2.5209
H -0.8950 0.4436 7.7444
H -1.5296 1.2843 5.3825
O -3.7736 -4.4793 1.9754
C -3.7557 -5.3943 2.7476
O -3.2961 -6.6204 2.4037
C -3.4555 -7.5418 3.5003
C -3.5244 -6.6646 4.7480
C -4.1895 -5.4060 4.1977
H -4.3753 -8.1076 3.3395
H -2.6097 -8.2239 3.4793
H -4.0606 -7.1340 5.5691
H -2.5136 -6.4340 5.0873
H -5.2793 -5.4593 4.2330
H -3.8774 -4.4781 4.6721
O 1.2194 2.7360 -1.0358
C 2.1216 1.9783 -0.8016
O 2.9810 2.1971 0.2175
C 4.0244 1.1988 0.2134
C 3.4414 0.0134 -0.5479
C 2.5061 0.7128 -1.5299
H 4.8942 1.6269 -0.2894
H 4.2796 0.9884 1.2492
H 4.2004 -0.5996 -1.0282
H 2.8637 -0.6137 0.1330
H 3.0184 0.9936 -2.4511
H 1.6183 0.1426 -1.7916
O 0.6062 8.0036 2.5496
C 0.6015 6.8703 2.1664
O 0.0865 6.5201 0.9631
C 0.1258 5.0908 0.7941
C 1.2124 4.6022 1.7440
C 1.1193 5.6275 2.8701
H -0.8577 4.6895 1.0551
H 0.3423 4.8582 -0.2416
H 1.0638 3.5698 2.0520
H 2.1816 4.6664 1.2504
H 0.3852 5.3482 3.6295
H 2.0583 5.8532 3.3690
O 5.2358 -1.0316 -3.4446
C 5.1603 -0.2564 -4.3532
O 4.0771 0.5405 -4.5181
C 4.2041 1.3385 -5.7104
C 5.7016 1.3782 -6.0019
C 6.1615 0.0285 -5.4555
H 3.6412 0.8466 -6.5057
H 3.7592 2.3092 -5.5089
H 5.9175 1.5340 -7.0561
H 6.1672 2.1853 -5.4350
H 6.0792 -0.7728 -6.1929
H 7.1697 0.0183 -5.0505
O -1.1495 -3.9925 -3.9238
C -1.3705 -4.3505 -2.8041
O -1.5899 -3.4733 -1.7963
C -1.7372 -4.1677 -0.5433
C -2.1513 -5.5865 -0.9166
C -1.4505 -5.7666 -2.2599
H -0.7746 -4.1414 -0.0259
H -2.4779 -3.6479 0.0546
H -1.8770 -6.3138 -0.1566
H -3.2333 -5.6275 -1.0463
H -0.4279 -6.1350 -2.1502
H -1.9693 -6.4051 -2.9700
O -1.4752 6.5031 -5.7651
C -1.4738 5.8920 -4.7370
O -0.8917 4.6733 -4.6263
C -1.1136 4.1218 -3.3148
C -1.3982 5.3264 -2.4231
C -2.0752 6.2836 -3.3981
H -1.9670 3.4420 -3.3727
H -0.2295 3.5592 -3.0262
H -1.9969 5.0704 -1.5517
H -0.4567 5.7554 -2.0793
H -3.1540 6.1241 -3.4595
H -1.8946 7.3375 -3.2053
```

Calculated values
Kohn-Sham gap = 9.043 eV
2S+1 = 1
E_HOMO = -9.10 eV
Relative energy (zero: lowest compared OMol25 entry of this formula, charge and spin) = 0.0 kcal per mole
E = -7903.771383 a.u.

---

Record 6
The following is a DFT calculation (the ωB97M-V functional and the def2-TZVPD basis) of C27H41CrN2O7 as an isolated structure.

Structure (XYZ):
```
78
C27H41CrN2O7 the ωB97M-V functional and the def2-TZVPD basis
Cr 0.0692 -0.8117 -0.8774
C 1.0998 -2.0985 -3.5100
C -0.3778 -2.4677 -3.6140
O -1.1425 -1.4686 -2.9591
C -2.4398 -1.9015 -2.5812
C -2.4319 -2.3578 -1.0977
O -1.0763 -2.5685 -0.7552
C -0.7831 -3.5621 0.2103
C 0.7321 -3.7408 0.1471
O 1.2698 -2.4308 0.2827
C 2.5976 -2.2706 -0.1566
C 2.6538 -2.2985 -1.6959
O 1.3856 -1.8521 -2.1443
H 1.6971 -2.9373 -3.8852
H 1.3254 -1.2111 -4.1124
H -0.6762 -2.5368 -4.6681
H -0.5409 -3.4404 -3.1345
H -3.1116 -1.0505 -2.7132
H -2.7675 -2.7134 -3.2388
H -2.8568 -1.5730 -0.4613
H -3.0161 -3.2770 -0.9735
H -1.0746 -3.2329 1.2123
H -1.2962 -4.4999 -0.0366
H 1.0820 -4.3972 0.9547
H 1.0137 -4.1819 -0.8180
H 2.9093 -1.2946 0.2223
H 3.2527 -3.0350 0.2744
H 3.4501 -1.6404 -2.0690
H 2.8405 -3.3216 -2.0546
O 2.6125 2.6782 4.2478
C 3.4682 3.2807 3.3101
N 3.0163 2.8650 2.0114
C 3.7973 2.2216 1.1132
O 4.9843 2.0239 1.2461
C 3.0438 1.8152 -0.1232
C 3.4864 2.2574 -1.3707
C 2.7202 1.9267 -2.4883
C 1.5990 1.1468 -2.3259
N 1.2193 0.6400 -1.1379
C 1.9224 1.0072 -0.0499
H 2.7997 3.0255 5.1252
H 4.5081 2.9487 3.4282
H 3.4227 4.3794 3.3875
H 2.0183 2.9142 1.8695
H 4.3682 2.8708 -1.4474
H 2.9937 2.2861 -3.4669
H 0.9482 0.9154 -3.1576
H 1.5478 0.6687 0.9063
C -0.0606 -0.9000 2.7790
C -1.5143 -0.5515 3.0861
C -2.4621 -1.7297 2.8358
C -2.0515 0.6674 2.3586
C -2.8265 1.5151 3.1322
C -3.4236 2.6463 2.6148
C -3.2202 2.9410 1.2814
C -2.4521 2.1383 0.4547
C -2.2411 2.6587 -0.9515
C -2.5245 1.6410 -2.0532
C -0.8341 3.2490 -1.0778
C -1.8517 0.9464 0.9702
O -1.1723 0.1312 0.2035
H 0.2183 -1.7951 3.3327
H 0.5942 -0.0913 3.0992
H 0.0830 -1.0784 1.7178
H -1.5533 -0.3260 4.1581
H -2.6401 -1.8544 1.7703
H -3.4194 -1.5347 3.3125
H -2.0556 -2.6486 3.2550
H -2.9605 1.2791 4.1789
H -4.0184 3.2914 3.2421
H -3.6786 3.8282 0.8687
H -2.9444 3.4862 -1.0893
H -1.8442 0.7945 -1.9738
H -2.3909 2.1100 -3.0264
H -3.5556 1.2976 -1.9826
H -0.0899 2.4979 -0.8347
H -0.7146 4.0891 -0.3949
H -0.6594 3.6021 -2.0919
```

Calculated values
Kohn-Sham gap (spin up / spin down) = 6.505 / 6.430 eV
2S+1 = 5
E_HOMO (spin up / spin down) = -9.35 / -9.53 eV
Charge = +1
⟨S²⟩ = 6.01
E = -2733.888307 a.u.